(1)
# C40H48FN7O4S

8 unconnected molecules or ions with the total composition C40H48FN7O4S (the ωB97M-V functional and the def2-TZVPD basis, the OMol25 dataset).

As for the total charge: 0. The calculation puts the HOMO-LUMO gap at 8.2 eV. As for the SMILES: O=C(C[C@H]1OS(=O)(=O)CC[C@@H]1F)c1ccccc1.c1cc[nH]c1.c1cc[nH]c1.c1cc[nH]c1.c1cc[nH]c1.c1cc[nH]c1.c1cc[nH]c1.c1cc[nH]c1. The lowest unoccupied orbital energy is 0.0074 Ha. The value obtained for the total energy is -74429.79364 eV.

Element x y z (Å)
O 1.721 -2.670 0.411
C 0.873 -2.175 -0.292
C 1.006 -2.154 -1.810
C 0.481 -0.879 -2.465
O 1.085 0.327 -1.926
S 2.623 0.609 -2.232
O 2.837 1.974 -1.871
O 3.419 -0.415 -1.626
C 2.691 0.477 -4.012
C 1.308 0.242 -4.614
C 0.552 -0.914 -3.998
F -0.768 -0.849 -4.481
C -0.392 -1.588 0.280
C -0.349 -0.410 1.018
C -1.526 0.126 1.525
C -2.734 -0.514 1.295
C -2.778 -1.697 0.569
C -1.604 -2.229 0.050
H 0.394 -2.976 -2.204
H 2.041 -2.369 -2.076
H -0.576 -0.776 -2.216
H 3.399 -0.304 -4.284
H 3.059 1.455 -4.322
H 0.693 1.140 -4.514
H 1.413 0.049 -5.683
H 0.935 -1.886 -4.318
H 0.607 0.073 1.182
H -1.490 1.046 2.096
H -3.651 -0.093 1.687
H -3.717 -2.207 0.396
H -1.623 -3.149 -0.523
C 6.255 2.086 -2.413
C 7.316 2.710 -3.126
C 8.110 1.717 -3.636
N 7.573 0.517 -3.252
C 6.443 0.732 -2.508
H 5.447 2.569 -1.890
H 7.478 3.768 -3.249
H 9.011 1.768 -4.220
H 7.950 -0.386 -3.474
H 5.872 -0.090 -2.111
C -4.496 -0.704 6.356
C -5.125 -1.772 5.659
C -4.294 -2.131 4.631
N -3.190 -1.326 4.682
C -3.303 -0.455 5.728
H -4.876 -0.181 7.220
H -6.075 -2.224 5.886
H -4.392 -2.889 3.873
H -2.416 -1.368 4.043
H -2.529 0.264 5.937
C -3.380 -4.202 -6.302
C -2.591 -3.195 -5.681
C -3.443 -2.381 -4.982
N -4.713 -2.858 -5.160
C -4.685 -3.965 -5.962
H -3.029 -5.005 -6.928
H -1.523 -3.079 -5.742
H -3.254 -1.510 -4.379
H -5.542 -2.453 -4.765
H -5.589 -4.488 -6.220
C -1.594 5.430 -5.683
C -0.876 5.341 -4.459
C -1.034 4.067 -3.986
N -1.817 3.383 -4.877
C -2.163 4.206 -5.913
H -1.682 6.294 -6.320
H -0.309 6.123 -3.982
H -0.657 3.590 -3.097
H -2.099 2.424 -4.783
H -2.780 3.854 -6.722
C -5.967 1.585 10.623
C -6.309 0.344 11.226
C -7.063 -0.355 10.322
N -7.190 0.415 9.197
C -6.522 1.598 9.371
H -5.375 2.373 11.058
H -6.031 0.005 12.209
H -7.517 -1.329 10.382
H -7.695 0.153 8.372
H -6.500 2.343 8.595
C 10.291 -0.973 -8.185
C 9.857 -1.089 -6.836
C 9.047 -0.016 -6.574
N 8.975 0.740 -7.711
C 9.729 0.165 -8.696
H 10.941 -1.647 -8.716
H 10.114 -1.870 -6.139
H 8.514 0.273 -5.687
H 8.450 1.590 -7.804
H 9.803 0.613 -9.673
C -1.098 1.236 11.032
C -1.446 -0.003 11.636
C -2.195 -0.703 10.728
N -2.312 0.062 9.603
C -1.648 1.244 9.777
H -0.513 2.028 11.467
H -1.177 -0.339 12.623
H -2.653 -1.675 10.788
H -2.815 -0.203 8.775
H -1.624 1.988 8.999

---

(2)
# C58H122Br28N4O3

18 unconnected molecules or ions with the total composition C58H122Br28N4O3 at a distorted geometry (the ωB97M-V functional and the def2-TZVPD basis, the OMol25 dataset).

As for the total charge: 0. The calculation puts the HOMO-LUMO gap at 5.7 eV. The lowest unoccupied orbital energy is 0.0048 Ha. The value obtained for the total energy is -2035414.88331 eV.

Element x y z (Å)
C 2.861 3.136 3.561
C 3.145 2.518 2.175
C 4.656 2.386 1.943
O 4.906 1.827 0.651
C 6.096 1.125 0.449
N 2.587 1.160 2.129
H 2.904 0.700 1.282
H 2.753 -0.131 3.984
H 1.553 1.283 2.152
H 3.404 4.047 3.720
H 2.959 2.446 4.389
H 1.829 3.475 3.620
H 2.821 3.274 1.442
H 5.017 1.794 2.794
H 5.239 3.313 2.046
H 6.517 1.383 -0.538
H 5.780 0.091 0.526
H 6.822 1.320 1.262
C -2.130 -2.729 3.325
C -1.555 -1.343 3.530
C -2.392 -0.278 2.847
N -2.144 1.076 3.442
C -0.682 1.317 3.364
C -2.676 1.334 4.809
C -2.931 2.864 4.915
C -2.890 3.386 3.472
C -2.867 2.139 2.555
H -2.953 -2.904 4.018
H -1.455 -3.550 3.538
H -2.419 -2.910 2.289
H -0.522 -1.185 3.165
H -1.503 -1.151 4.595
H -3.453 -0.375 3.000
H -2.106 -0.235 1.817
H -0.516 2.349 3.532
H -0.433 0.972 2.355
H -0.122 0.798 4.134
H -1.993 0.962 5.559
H -3.628 0.882 4.749
H -2.146 3.325 5.451
H -3.882 3.013 5.424
H -2.019 3.991 3.456
H -3.730 4.024 3.179
H -2.232 2.287 1.652
H -3.835 1.671 2.356
C 1.831 -2.668 3.821
C 2.616 -2.605 5.236
C 3.490 -3.842 5.348
C 4.424 -3.488 6.487
C 5.442 -2.376 6.095
C 4.802 -1.257 5.238
N 3.384 -1.402 5.539
O 2.641 -0.298 5.068
C 5.140 -1.314 3.703
C 5.352 0.036 5.835
C 1.593 -2.594 6.358
H 2.264 -3.356 3.104
H 1.793 -1.726 3.296
H 0.780 -2.826 3.906
H 4.033 -4.127 4.453
H 2.895 -4.719 5.657
H 5.055 -4.343 6.744
H 4.000 -3.215 7.426
H 6.302 -2.744 5.493
H 5.882 -1.873 6.959
H 4.874 -0.442 3.133
H 4.747 -2.197 3.216
H 6.248 -1.422 3.665
H 6.429 0.072 5.725
H 5.041 0.016 6.861
H 4.948 0.981 5.443
H 1.085 -1.628 6.308
H 2.183 -2.743 7.270
H 0.928 -3.445 6.244
C 1.198 2.359 -0.871
C 0.197 1.375 -1.531
C 0.885 1.002 -2.837
C 0.302 -0.263 -3.498
C 0.342 -1.353 -2.392
C -0.479 -1.021 -1.139
N 0.104 0.253 -0.627
O -0.512 0.617 0.553
C -0.025 -2.107 -0.090
C -1.940 -1.034 -1.331
C -1.048 2.150 -2.012
H 2.143 1.819 -0.622
H 0.773 2.840 0.007
H 1.467 3.048 -1.683
H 1.941 0.740 -2.615
H 0.944 1.845 -3.578
H 0.808 -0.593 -4.417
H -0.774 -0.227 -3.747
H 1.351 -1.523 -1.995
H -0.020 -2.312 -2.817
H 1.035 -1.980 0.110
H -0.300 -3.136 -0.412
H -0.557 -1.865 0.832
H -2.272 -0.912 -2.377
H -2.466 -0.263 -0.762
H -2.307 -1.996 -0.992
H -1.492 2.745 -1.229
H -1.841 1.504 -2.376
H -0.728 2.821 -2.820
Br 1.782 5.419 -7.045
C 0.078 6.154 -6.512
C -0.412 5.395 -5.325
Br -2.335 5.827 -4.942
H -0.676 5.985 -7.293
H 0.217 7.197 -6.357
H 0.003 5.681 -4.324
H -0.486 4.344 -5.439
Br -5.593 -4.857 3.604
C -6.224 -4.173 1.970
C -5.868 -2.712 1.774
Br -6.553 -1.524 3.111
H -7.310 -4.280 1.919
H -5.789 -4.691 1.100
H -6.300 -2.368 0.848
H -4.816 -2.495 1.716
Br -5.905 -1.709 -2.029
C -6.791 -2.931 -3.160
C -8.005 -3.477 -2.552
Br -7.713 -4.664 -1.100
H -6.036 -3.588 -3.572
H -7.071 -2.350 -4.067
H -8.585 -4.052 -3.297
H -8.694 -2.757 -2.126
Br -4.286 -5.807 -3.947
C -3.552 -6.012 -2.086
C -3.199 -4.659 -1.439
Br -2.885 -4.847 0.429
H -2.668 -6.592 -2.341
H -4.410 -6.522 -1.658
H -3.936 -3.869 -1.546
H -2.271 -4.275 -1.848
Br -2.785 5.344 0.466
C -1.669 5.993 -1.063
C -0.200 5.926 -0.720
Br 0.816 6.782 -2.103
H -2.080 7.019 -1.127
H -1.929 5.443 -1.963
H 0.146 4.889 -0.668
H 0.036 6.402 0.208
Br 3.775 -1.658 -0.323
C 3.379 -3.499 -0.867
C 4.609 -4.308 -1.284
Br 4.202 -6.168 -1.304
H 2.592 -3.370 -1.589
H 2.984 -3.908 0.045
H 5.490 -4.014 -0.685
H 4.829 -3.981 -2.298
Br 0.672 -5.764 1.080
C -0.230 -6.970 2.426
C -0.923 -8.164 1.768
Br -1.575 -9.402 3.162
H -0.964 -6.328 2.933
H 0.572 -7.211 3.118
H -0.350 -8.799 1.087
H -1.796 -7.873 1.189
Br 3.363 1.655 -7.979
C 1.726 1.628 -6.876
C 0.542 1.108 -7.643
Br -1.132 1.345 -6.577
H 1.600 2.665 -6.480
H 1.967 0.967 -6.047
H 0.603 0.022 -7.828
H 0.332 1.616 -8.588
Br -2.040 -3.076 -6.951
C -1.194 -3.384 -5.202
C -0.491 -4.714 -5.218
Br 0.672 -5.021 -3.708
H -1.968 -3.262 -4.446
H -0.527 -2.529 -5.086
H 0.114 -4.816 -6.124
H -1.192 -5.539 -5.050
Br 3.933 3.419 -3.782
C 5.231 4.059 -2.354
C 4.491 4.656 -1.185
Br 5.748 5.161 0.200
H 6.022 4.692 -2.818
H 5.758 3.084 -2.111
H 3.841 3.944 -0.709
H 3.938 5.540 -1.486
Br 5.873 -0.229 -3.504
C 4.209 -0.476 -4.530
C 3.933 -1.930 -4.716
Br 2.440 -2.264 -5.941
H 4.415 -0.017 -5.499
H 3.424 0.097 -3.973
H 3.635 -2.418 -3.782
H 4.754 -2.545 -5.095
Br -5.434 0.505 0.426
C -4.857 1.943 -0.706
C -5.842 3.050 -0.694
Br -6.126 3.963 0.971
H -4.698 1.531 -1.672
H -3.910 2.305 -0.291
H -6.812 2.711 -1.044
H -5.469 3.829 -1.376
Br 2.649 7.332 1.801
C 1.596 8.334 3.063
C 0.135 7.905 3.082
Br -0.118 6.120 3.715
H 1.731 9.367 2.738
H 1.999 8.130 4.054
H -0.374 7.919 2.109
H -0.379 8.578 3.784
Br -6.040 -0.703 -6.773
C -4.942 0.753 -6.102
C -5.260 1.231 -4.701
Br -4.077 2.639 -4.109
H -5.167 1.546 -6.794
H -3.923 0.441 -6.284
H -5.278 0.452 -3.927
H -6.302 1.646 -4.615